Record 1
The following is a DFT calculation (ωB97M-V/def2-TZVPD) of a 4-piece molecular cluster, C16H44N4O4 overall at a distorted geometry.

Structure (XYZ):
```
68
Properties=species:S:1:pos:R:3:forces:R:3
C 1.803670 -21.941130 9.109650 1.1344 0.2574 0.5052
O 0.540970 -22.360960 8.674550 -0.0757 -0.5164 0.8954
C 0.015680 -21.586750 7.626950 -0.3371 0.3551 1.0704
C -0.468460 -20.210670 8.106670 -1.2593 2.1323 -2.2559
C -1.657960 -20.045570 9.057150 1.7083 -1.7561 1.8338
N -0.942580 -19.393950 6.962960 0.8943 0.4117 -0.9514
H 1.874920 -21.623490 10.149910 -0.7641 -0.1594 0.3462
H 2.225870 -21.070440 8.607900 -0.2906 0.0595 -0.6525
H 2.558470 -22.723650 9.031900 -0.1766 -0.3533 -0.2989
H 0.857550 -21.516160 6.938210 -0.4744 0.5675 -0.7762
H -0.849600 -22.103210 7.211460 0.2114 -0.3138 -0.1768
H 0.411490 -19.637400 8.398470 -0.0871 -0.1119 0.8413
H -1.880850 -19.048210 9.436220 0.3034 0.1714 -0.7822
H -1.228800 -20.552510 9.921410 -0.8515 -0.4270 0.7698
H -2.578110 -20.547660 8.758270 0.1914 -0.0335 -0.2509
H -1.539610 -19.870320 6.302110 -0.2487 -0.3932 0.1413
H -0.150220 -19.079480 6.421320 0.0991 0.1178 -0.2744
C -10.337790 -15.082140 5.483880 0.0129 -0.0870 0.3092
O -11.381600 -15.655500 6.294570 -0.0613 0.2983 -0.6022
C -11.008800 -16.752500 7.114290 0.7353 0.0749 -0.9961
C -10.452050 -17.945250 6.325040 -0.2692 -1.3318 0.7457
C -11.528610 -18.830940 5.641730 0.5332 1.4813 -1.7611
N -9.787860 -18.845030 7.271800 0.3364 -0.0708 0.7233
H -10.492010 -14.010020 5.361950 -0.5287 -0.0843 0.1072
H -10.257180 -15.520400 4.489130 -0.3635 -0.2426 -0.0640
H -9.331210 -15.149200 5.896680 0.0163 -0.3455 0.5671
H -10.288830 -16.345940 7.824540 0.4264 -0.4432 0.2207
H -11.847070 -17.157940 7.680890 -0.4447 0.5674 -0.1083
H -9.633550 -17.644550 5.671010 -0.5280 0.2790 -0.6104
H -12.329860 -19.214950 6.273100 0.2286 0.2165 0.2071
H -11.059520 -19.635270 5.075070 0.3143 -0.4383 0.5622
H -11.935680 -18.291190 4.786700 -0.6841 0.3659 0.1801
H -10.054980 -19.788030 7.027860 0.2336 -0.1846 0.1452
H -10.166170 -18.691940 8.195670 0.0700 -0.0528 0.3374
C -5.829240 -17.410690 0.134280 0.2988 1.0079 -0.4501
O -6.379600 -17.063800 1.387310 0.1734 -1.5987 0.0637
C -6.270150 -18.139390 2.381510 -0.6207 1.5272 -1.6167
C -5.465000 -17.604240 3.546120 0.4622 -0.8669 0.1301
C -4.058920 -17.222220 3.086470 -0.5318 0.2487 -0.4726
N -5.412200 -18.727130 4.495520 -0.1732 0.6490 0.3768
H -4.739820 -17.425640 0.166610 0.2494 0.2404 0.0671
H -6.170840 -16.621040 -0.534940 0.2733 0.0446 -0.1483
H -6.083970 -18.346200 -0.363740 -0.7242 -0.4205 0.6150
H -7.316060 -18.414880 2.516690 -0.0545 0.0350 1.0381
H -5.839350 -19.042840 1.949900 0.5768 0.1259 0.0093
H -5.916770 -16.717170 3.990070 -0.3834 0.1012 -0.1157
H -3.700440 -18.007390 2.420810 0.3497 0.0353 0.1051
H -3.341360 -17.014810 3.880310 -0.1809 -0.3195 0.2147
H -4.153640 -16.292610 2.525260 0.1375 -0.0520 -0.2305
H -6.374650 -18.842770 4.779110 -0.3820 -0.5661 0.1206
H -5.013120 -18.342660 5.339930 0.5126 -0.1975 0.3325
C -13.278660 -15.324970 -3.813370 -0.0346 -0.6913 0.4647
O -12.836960 -15.345460 -2.429570 0.7041 0.6082 -2.1226
C -11.430840 -14.973960 -2.300980 -1.9673 0.5316 1.3401
C -11.159190 -15.071190 -0.804250 1.6840 -2.3561 0.4694
C -11.452500 -16.541480 -0.303650 -0.4902 0.3750 -1.1898
N -11.918250 -14.069840 -0.020650 0.4775 -0.9933 -1.4128
H -14.230960 -15.854310 -3.845170 -0.0839 0.2618 0.1303
H -12.632990 -15.869300 -4.502510 0.5273 -0.4381 0.3605
H -13.367430 -14.366370 -4.324560 -0.1369 0.5722 0.7512
H -10.819950 -15.600720 -2.950670 0.1689 -0.0424 0.2195
H -11.291330 -13.906840 -2.473870 -0.0898 0.1037 -0.8043
H -10.073820 -15.000190 -0.733360 0.1521 0.7442 0.3465
H -12.531810 -16.665200 -0.392480 -0.1820 -0.0624 0.7611
H -11.032630 -16.841830 0.656350 -0.2417 0.4693 0.1442
H -11.136580 -17.301770 -1.017970 0.5712 0.1289 -0.2245
H -11.705390 -14.205180 0.957340 0.0780 -0.0438 0.1921
H -12.794360 -14.545320 -0.183250 -1.1241 0.8281 0.5881
```
Forces are in eV/Å.

As for the molecular weight: 356.55 g/mol. The calculation puts the frontier orbital gap at 9.5 eV. The energy relative to the best compared isomer or geometry (same formula, charge and spin) comes out at 280.5 kJ/mol. The calculation puts the largest force on an atom at 3.3 eV Å⁻¹. As for the SMILES: COC[C@H](C)N.COC[C@H](C)N.COC[C@H](C)N.COC[C@H](C)N.

Results of the natural (NBO) charge analysis, in e, for atoms 1 through 5: -0.265, -0.539, -0.064, -0.077, -0.615



Record 2
The following is a DFT calculation (ωB97M-V/def2-TZVPD) of C16H45I2OP2PdSi4Te as an isolated structure at a distorted geometry.

Structure (XYZ):
```
72
Properties=species:S:1:pos:R:3:forces:R:3
I -4.579626 -6.184622 -2.150021 -0.0837 -0.3037 -0.0887
I 0.899296 -5.429874 -0.076989 -0.3576 0.4013 -0.0692
Pd -0.876083 -3.444106 -0.337580 -2.0453 1.9449 -0.0583
P -0.820957 -2.727088 -2.596519 1.1522 -1.1092 -1.9898
C -1.694985 -3.959664 -3.606195 0.0202 0.0753 0.3145
C -1.331249 -1.108887 -3.266370 -0.4463 0.3392 0.6308
H -1.133987 -1.111249 -4.353032 -0.0112 -0.1891 0.4362
H 0.898200 -2.576573 -4.286482 0.0334 -0.1022 0.3660
H -0.758191 -0.291350 -2.799571 -0.2193 -0.3001 -0.1776
H 1.517709 -2.103899 -2.662676 -0.0894 -0.2951 -0.3275
H -2.772347 -3.914416 -3.424307 0.1039 -0.0573 -0.1539
H -2.407941 -0.933569 -3.108659 0.3741 -0.0185 -0.0581
C 0.897374 -2.830695 -3.213506 -0.0064 0.4092 0.1697
H -1.473872 -3.781627 -4.663089 -0.0859 -0.0180 0.1044
H 1.304533 -3.830892 -3.068950 -0.0151 0.0226 -0.0242
H -1.340263 -4.953137 -3.308260 -0.1072 0.1434 -0.1429
P -1.650843 -2.901712 1.882925 0.0884 -1.0579 2.1213
C -2.804840 -4.192435 2.448923 0.0122 -0.0144 -0.2156
C -0.298075 -3.046138 3.097850 0.2807 0.1072 -0.2297
H -1.767260 -0.488121 2.266710 -0.2138 -0.2274 0.0587
H -2.694461 -1.421856 3.478032 0.0957 -0.1802 -0.0670
H -3.378744 -1.156178 1.852013 0.3501 -0.0403 0.2350
C -2.447936 -1.337827 2.416746 -0.0672 0.2391 -1.1251
H 0.466016 -2.282965 2.882382 -0.1693 -0.2884 0.2505
H -0.708049 -2.890101 4.105414 0.1134 -0.0222 -0.2482
H -2.940319 -4.107314 3.537280 -0.0035 -0.0048 -0.3240
H -2.367602 -5.169579 2.205578 -0.2127 0.1602 0.1110
H 0.161780 -4.040490 3.038949 -0.0944 0.2349 0.0392
H -3.772914 -4.090148 1.944292 0.1583 -0.1225 0.1915
C -2.890345 -3.153676 -0.635064 -3.8192 -2.3062 -0.2182
O -4.007589 -3.478808 -0.730785 4.9489 2.1733 0.4574
C 0.430685 1.332906 3.655899 -0.0421 -0.2420 -0.2658
Si 1.733738 1.819664 2.387107 0.9995 0.1436 2.2397
C 2.173018 3.637010 2.583336 -0.3431 0.0936 -0.2933
C 3.292352 0.815188 2.756666 -0.0806 0.0214 -0.5696
Si 0.862640 1.314703 0.233172 0.0238 -0.7658 -0.0228
Te 0.824045 -1.156448 0.127763 0.3033 1.2702 0.0556
Si -1.088051 2.669562 -0.108094 -1.4302 0.7918 -0.2378
C -0.637785 4.458448 0.084514 0.6785 0.4443 0.0755
C -1.772319 2.378864 -1.817198 0.1986 -0.6990 -0.1833
C -2.400539 2.219030 1.139559 0.2810 -0.3509 0.3489
Si 2.498729 1.984954 -1.363485 1.7288 0.2648 -1.6632
C 2.921968 3.807602 -1.237290 -0.3560 0.1689 0.1247
C 4.099596 1.007032 -1.155020 -0.2671 -0.0662 0.6355
C 1.815052 1.597662 -3.074805 0.0004 -0.0573 0.1972
H 0.879161 1.354350 4.664740 -0.1124 0.0646 -0.3962
H 0.074509 0.307002 3.467322 0.0237 0.2777 0.1578
H -0.417893 2.019599 3.636060 -0.0053 -0.1101 0.1288
H 2.556557 3.794493 3.613826 -0.2092 -0.2721 -0.4810
H 2.957446 3.944556 1.883606 -0.1485 0.0355 0.1838
H 1.295928 4.286969 2.451638 0.3745 -0.0793 0.0745
H 3.130520 -0.244968 2.532431 0.1886 0.0675 0.0838
H 4.152132 1.178356 2.167697 -0.2817 -0.2280 0.2633
H 3.539948 0.912280 3.827727 -0.1659 0.0684 -0.3697
H 0.118078 4.804330 -0.647040 -0.4310 -0.1325 0.4031
H -1.564441 5.040489 -0.098681 0.3354 -0.3459 0.0604
H -0.282281 4.715150 1.097147 -0.1810 -0.0611 -0.4496
H -2.191674 1.358034 -1.899429 0.1326 0.4817 -0.0321
H -2.591364 3.092926 -1.965869 0.1063 -0.0519 0.0225
H -1.033554 2.522593 -2.615302 -0.2528 0.0100 0.1373
H -2.791332 1.213664 0.944013 -0.0260 0.1856 0.0844
H -2.045415 2.270467 2.181392 -0.2224 0.0010 -0.3633
H -3.222518 2.938315 1.020522 0.1465 -0.1041 0.0073
H 3.332738 4.069856 -0.256050 -0.0694 0.0363 -0.2311
H 3.697554 4.041706 -1.999678 -0.4116 -0.3271 0.3539
H 2.052941 4.447796 -1.444792 0.3455 -0.0801 0.0717
H 3.892408 -0.066891 -1.088066 0.1920 0.0808 -0.0042
H 4.748446 1.182391 -2.026804 -0.2546 0.0625 0.2020
H 4.648042 1.319143 -0.247226 -0.1803 -0.2067 -0.4156
H 1.436111 0.570772 -3.113942 0.0053 0.0842 -0.1281
H 1.018455 2.290490 -3.349350 0.0210 -0.0868 -0.1270
H 2.629942 1.688952 -3.817054 -0.2981 0.0199 0.3536
```
Forces are in eV/Å.

As for the molecular weight: 915.66 g/mol. The calculation puts the frontier orbital gap (alpha / beta) at 5.9 / 4.2 eV. The multiplicity is 5. The total charge is +3. The energy relative to the best compared isomer or geometry (same formula, charge and spin) comes out at 0.0 kJ/mol. The calculation puts the largest force on an atom at 5.4 eV Å⁻¹.

Results of the Löwdin charge analysis, in e, for atoms 1 through 5: 0.289, 0.539, -0.043, 0.694, -0.254



Record 3
The following is a DFT calculation (ωB97M-V/def2-TZVPD) of a 6-piece molecular cluster, C16H45NO12 overall at a distorted geometry.

Structure (XYZ):
```
74
Properties=species:S:1:pos:R:3:forces:R:3
C -4.494791 1.848984 -2.601035 -0.3376 -0.7054 0.7151
O -4.401862 0.655506 -1.855397 0.2713 -0.0903 0.3208
C -3.104220 0.315687 -1.387422 -0.6478 -1.4500 0.0974
C -3.333986 -0.902826 -0.494824 1.9064 0.6377 0.5686
N -2.048069 -1.497229 0.013304 -0.6101 0.3250 -1.9985
C -2.134709 -2.684100 0.863538 1.8805 0.7177 -1.3285
C -0.930554 -3.596352 0.573586 -2.0557 0.4481 -0.1590
O -1.438455 -4.880152 1.049275 1.1911 0.9675 -1.5709
C -0.382715 -5.616706 1.604437 -0.1996 0.3205 2.3246
H -5.524719 1.882542 -2.976788 0.3732 0.3375 0.1133
H -3.795318 1.786451 -3.389559 0.6609 0.0480 -1.4365
H -4.201554 2.719618 -2.019529 -0.3481 0.2944 0.3315
H -2.639138 1.042674 -0.781245 0.1924 1.4564 0.8771
H -2.353625 0.120115 -2.130053 -0.0417 -0.2688 -1.1074
H -3.981576 -1.600025 -0.924058 -0.8299 -1.4247 -1.1849
H -3.887698 -0.503164 0.280949 -1.1317 0.6779 2.1314
H -1.748023 -1.875641 -0.911031 0.6507 0.4912 1.0429
H -2.961005 -3.254058 0.656255 -2.2703 -1.5545 -0.8689
H -2.214258 -2.522038 1.893242 0.1682 0.9707 1.7452
H 0.001977 -3.183003 1.010272 -0.3816 -0.8299 0.2210
H -0.835921 -3.523911 -0.536723 0.3258 -0.8690 0.5502
H 0.555945 -5.472255 1.080016 0.1304 -0.3730 -0.1351
H -0.637847 -6.657926 1.828113 -0.1050 0.0537 -0.8851
H -0.325322 -5.191684 2.626108 0.9302 -0.1854 -0.1569
O -0.485273 2.261034 -1.966937 0.4807 -0.7870 0.2650
C -0.266020 2.793923 -3.265302 1.5577 1.4617 1.8476
C -1.310013 3.801627 -3.340121 0.5969 2.9918 -0.3414
O -1.306063 4.599448 -4.534651 -0.0654 -0.2306 0.7896
H -0.411835 2.967734 -1.264649 -0.5363 -0.8060 -0.7467
H 0.711505 3.289842 -3.274992 0.2512 -0.2967 -0.4177
H -0.344769 2.093094 -4.048419 -0.0233 -1.2311 -0.6160
H -1.232487 4.509232 -2.487099 0.1987 -0.4138 -0.1798
H -2.160841 3.270132 -3.124906 -2.7490 -0.8431 -0.3401
H -0.899337 5.399018 -4.182640 -0.1119 0.1803 -0.8478
O 2.808448 4.733308 1.261197 -0.1713 1.7487 2.4350
C 1.534949 4.180760 1.284833 0.6975 -1.5334 -0.2695
C 1.032673 4.162200 -0.115948 0.6085 -2.1296 0.0512
O -0.317728 3.857989 0.046208 -1.6483 -0.1234 -1.0481
H 3.233658 4.326904 0.547689 1.3458 -0.8334 -1.4845
H 1.572754 3.149313 1.685522 0.0109 0.1593 -0.3136
H 0.776177 4.618564 1.925690 0.5234 1.0872 0.2101
H 1.552094 3.401181 -0.799669 -0.9913 -0.2304 1.4164
H 1.324548 4.945038 -0.748415 -0.4277 2.5321 -0.2120
H -0.860130 4.568881 0.431815 0.5895 -0.2298 -0.3145
O 4.922824 -4.824018 1.519568 -2.2122 0.3708 1.7665
C 4.080194 -4.203314 2.649595 2.9164 0.6615 -1.6618
C 3.140714 -3.097173 2.068980 -1.3228 -2.3605 1.5759
O 2.380525 -2.685036 3.214888 0.6253 -1.2775 -0.0721
H 5.680841 -4.282313 1.404352 0.9793 0.7922 -0.1383
H 3.635352 -5.086856 3.048891 -1.0752 -0.1438 0.2111
H 4.783228 -3.824018 3.471053 -0.9862 -0.1799 -1.2472
H 2.505324 -3.583316 1.305984 -0.0785 -0.0905 0.3280
H 3.576255 -2.313600 1.516947 1.2256 1.1518 -0.1324
H 1.895797 -1.875117 3.113505 0.1211 0.9288 -0.5921
O -1.776591 1.043623 1.956722 -1.8162 -0.9751 0.0865
C -0.398297 1.133813 2.111721 -0.0837 -0.9792 1.6571
C 0.246229 -0.217089 2.564575 0.6787 1.4986 -2.8644
O 1.679834 -0.021451 2.573060 -0.0910 -0.4645 -0.9721
H -2.073231 0.153121 1.607798 1.0130 1.3554 0.2695
H 0.004228 1.373814 1.177323 1.1316 0.1760 -1.7274
H -0.144824 2.024463 2.722878 -0.3384 -0.7681 0.2902
H -0.055794 -0.915555 1.752032 0.2900 0.1426 0.3485
H -0.058903 -0.684203 3.457074 -0.4212 0.0841 1.4789
H 2.020014 -0.084678 1.633821 -0.5721 0.0148 1.1559
O 2.867607 -0.459784 -0.162036 1.9761 1.6411 1.9593
C 2.243044 -0.201778 -1.390290 0.6930 0.3198 -0.6298
C 0.803898 -0.565414 -1.119010 0.2838 -2.2389 -2.4941
O -0.013360 -0.323189 -2.232545 0.0086 0.0971 -0.8115
H 3.658511 0.134126 -0.090117 -0.9483 -1.0124 0.0461
H 2.354178 0.851968 -1.753813 -0.2493 -0.4964 0.5256
H 2.855737 -0.813196 -2.063778 -1.0880 -0.1118 -0.7724
H 0.402502 0.055248 -0.369407 -0.0647 0.1441 1.7912
H 0.770094 -1.697026 -0.982308 -0.0807 1.5253 0.6519
H -0.120800 0.648219 -2.208098 -0.3723 -0.2732 -0.1170
```
Forces are in eV/Å.

As for the molecular weight: 443.53 g/mol. The calculation puts the frontier orbital gap at 9.2 eV. The energy relative to the best compared isomer or geometry (same formula, charge and spin) comes out at 322.3 kJ/mol. The calculation puts the largest force on an atom at 3.4 eV Å⁻¹. As for the SMILES: COCCNCCOC.OCCO.OCCO.OCCO.OCCO.OCCO.

Results of the Löwdin charge analysis, in e, for atoms 1 through 5: -0.096, -0.170, -0.205, -0.162, -0.044



> Which value of molecular weight does entry 3 give?

443.53 g/mol



> The highest energy relative to the best compared isomer or geometry (same formula, charge and spin) belongs to which entry?

C16H45NO12



> Which formula does entry 3 have?

C16H45NO12



> What is the largest force on an atom in the second record?

5.4 eV Å⁻¹